Record 1
72
Properties=species:S:1:pos:R:3:forces:R:3:lowdin_charge:R:1 method="wB97M-V/def2-TZVPD" homo_lumo_gap_ha=0.2704 e_tot_ha=-4729.3779 charge=0 lumo_ev=-0.300 homo_ev=-7.657
Bi 1.29971 0.43431 -1.28223 -0.645 0.369 0.052 1.9060
O 1.20250 -1.73456 2.41351 -0.022 -0.005 -0.024 0.0494
C 1.36437 -1.44303 1.23499 0.044 0.116 0.091 -0.4661
N 1.84198 -0.28057 0.72869 0.093 -0.095 -0.119 -0.0854
C 2.41245 0.75852 1.50234 0.074 0.066 0.177 -0.2344
C 2.40181 0.78524 2.89661 -0.053 -0.058 -0.011 -0.0275
C 2.94495 1.85527 3.58935 0.049 0.077 0.012 -0.0869
C 3.52414 2.90236 2.89754 -0.033 -0.086 0.055 -0.0831
C 3.56202 2.88552 1.51214 -0.033 0.024 -0.052 -0.0065
C 2.99213 1.83599 0.79103 0.085 0.103 0.137 -0.2071
N 2.89360 1.80883 -0.61875 0.166 -0.078 -0.145 -0.0713
C 3.35595 2.79678 -1.42236 0.055 -0.070 0.197 -0.4662
O 4.07830 3.73656 -1.12238 -0.064 -0.020 -0.025 0.0537
C 2.87969 2.72640 -2.85910 0.077 0.146 -0.220 -0.2136
C 2.87169 3.89258 -3.61614 0.014 0.007 0.001 0.0131
C 2.40163 3.83655 -4.91584 0.035 -0.038 0.074 -0.0411
C 1.98228 2.61646 -5.43190 0.009 -0.010 -0.012 -0.0524
C 2.03513 1.50473 -4.61243 0.016 0.045 -0.100 -0.1411
N 2.46996 1.56192 -3.35427 0.080 0.088 -0.014 -0.0394
C 1.01457 -2.49018 0.19910 -0.064 -0.385 0.096 -0.2102
C 0.49022 -3.71068 0.60568 0.702 0.118 -0.046 -0.0253
C 0.17608 -4.65127 -0.36074 0.559 -0.214 -0.328 -0.0606
C 0.39874 -4.35197 -1.69824 0.068 -0.091 0.202 -0.0433
C 0.93579 -3.11529 -2.01150 0.091 0.034 0.094 -0.1624
N 1.23974 -2.21539 -1.08168 0.007 -0.062 -0.211 -0.0143
H 1.96015 -0.03564 3.43475 -0.009 -0.016 -0.017 0.0939
H 2.90457 1.86178 4.67104 0.014 -0.006 -0.008 0.1015
H 3.94147 3.74695 3.43037 0.032 -0.009 -0.018 0.1015
H 4.01684 3.70055 0.97852 -0.006 0.006 -0.037 0.0942
H 3.22335 4.80683 -3.16103 0.006 -0.002 -0.008 0.1217
H 2.35947 4.73305 -5.52020 0.011 -0.008 -0.014 0.1119
H 1.61665 2.52990 -6.44554 0.001 -0.009 0.005 0.1061
H 1.71788 0.52914 -4.96633 -0.021 0.030 0.003 0.1098
H 0.33973 -3.89362 1.65979 0.009 0.037 0.018 0.1264
H -0.23836 -5.60961 -0.07585 0.001 0.030 -0.015 0.1241
H 0.16326 -5.05711 -2.48304 -0.002 -0.014 0.008 0.1151
H 1.12929 -2.82647 -3.03774 -0.019 -0.032 -0.012 0.0996
O -1.44040 1.50391 3.55658 -0.070 -0.091 0.019 0.0518
C -1.40340 2.71178 2.91017 0.048 0.153 -0.095 -0.2677
C -1.72166 3.84005 3.65630 -0.052 -0.142 0.155 -0.0176
C -1.69361 5.09213 3.07171 0.018 0.014 -0.071 -0.0860
C -1.36126 5.22634 1.72951 -0.029 0.021 -0.055 -0.0870
C -1.05207 4.09966 0.98799 -0.022 -0.117 0.008 -0.0190
C -1.06972 2.83406 1.56293 0.055 -0.057 -0.139 -0.0931
C -0.60291 1.62786 0.76922 -0.008 -0.123 0.220 -0.4393
O 0.10295 1.97326 -0.34791 0.014 -0.309 -0.021 -0.3562
N -1.74732 0.75625 0.40105 -0.223 0.465 0.098 0.0334
N -1.54211 -0.12427 -0.55675 0.178 -0.353 -0.145 -0.0336
C -2.30224 -1.14826 -0.68814 0.018 0.147 0.291 -0.2096
C -2.22465 -2.02628 -1.84040 -0.050 -0.139 -0.406 -0.6334
Br -1.60374 -1.20443 -3.45778 -0.007 -0.055 0.117 0.7337
C -2.65455 -3.29095 -1.92011 0.053 0.173 0.093 -0.1247
C -3.05392 -4.11404 -0.77063 -0.090 -0.065 0.191 -0.2176
C -2.40364 -4.02803 0.46505 -0.492 0.307 -0.008 -0.0786
C -2.80307 -4.81498 1.53283 -0.040 0.005 0.016 -0.0655
C -3.84834 -5.71525 1.38433 0.049 -0.018 0.024 -0.0819
C -4.47540 -5.83931 0.15273 -0.065 -0.057 -0.028 -0.0813
C -4.07932 -5.05171 -0.91479 0.047 0.054 -0.059 -0.0341
H -0.85102 0.87331 3.12486 0.064 0.008 0.027 0.0861
H -1.97145 3.70574 4.70131 0.032 0.034 -0.007 0.1168
H -1.90591 5.96903 3.66980 -0.062 -0.018 -0.001 0.1019
H -1.33331 6.20245 1.26331 0.008 0.006 0.032 0.0987
H -0.76584 4.17225 -0.05166 0.028 0.037 -0.021 0.1123
H 0.01929 1.02397 1.45802 0.038 0.113 -0.115 0.1070
H -2.45616 0.57395 1.10371 0.010 -0.089 0.053 0.1472
H -3.07214 -1.38210 0.04868 -0.082 0.035 -0.025 0.1335
H -2.72057 -3.75865 -2.89484 0.047 0.014 -0.023 0.1046
H -1.55530 -3.36442 0.57095 -0.741 0.057 0.068 0.0781
H -2.29035 -4.72918 2.48263 -0.001 0.011 0.023 0.1103
H -4.16577 -6.32317 2.22140 0.010 -0.018 -0.011 0.1035
H -5.27691 -6.55506 0.02214 -0.009 0.019 0.010 0.1038
H -4.57791 -5.14674 -1.87235 -0.003 -0.014 0.001 0.1142

=====

Record 2
71
Properties=species:S:1:pos:R:3:forces:R:3:nbo_charge:R:1 method="wB97M-V/def2-TZVPD" homo_lumo_gap_ha="0.1823 / 0.2573" e_tot_ha=-2577.2355 charge=0 lumo_ev="-1.364 / -0.805" homo_ev="-6.325 / -7.806"
Ca -0.39406 0.67602 -0.45902 -0.060 -1.208 -1.579 1.7383
O 0.32794 3.15752 2.48508 0.056 -0.034 -0.125 -0.6826
C -0.78826 3.90032 2.36198 -0.146 0.142 -0.245 0.3491
C -1.22166 4.68312 3.43168 0.172 -0.045 0.032 -0.2804
C -2.33176 5.49282 3.29888 0.023 -0.105 -0.050 -0.1746
C -3.04976 5.51742 2.11068 -0.206 0.103 -0.057 -0.2672
C -2.66016 4.71252 1.06168 0.116 -0.008 0.079 -0.1552
C -1.53646 3.90222 1.17368 0.161 0.181 0.224 -0.1654
C -1.15466 3.00482 0.07108 -0.204 0.457 0.145 0.5214
O 0.06594 2.59302 -0.04282 1.127 2.398 0.536 -0.8755
N -2.12006 2.58222 -0.67942 -1.175 0.918 0.598 -0.4246
N -1.86526 1.66752 -1.62412 -0.597 0.256 -2.838 -0.3595
C -1.43456 2.07262 -2.76242 -0.817 0.759 0.664 0.0504
C -1.25626 1.20032 -3.89032 0.350 0.219 -1.101 0.1285
C -1.36546 1.74832 -5.13062 0.135 -0.028 1.154 -0.2348
C -1.26556 0.96482 -6.32612 0.066 -0.795 -0.385 -0.2167
C -1.00676 -0.34378 -6.22982 -0.097 0.471 -0.082 -0.1828
C -0.75856 -0.94898 -4.90392 0.298 -0.272 -0.055 -0.0756
N -1.10706 -0.18288 -3.69112 -0.762 -0.355 -0.094 -0.2902
H 0.50544 2.78962 1.58198 0.080 0.185 0.415 0.5073
H -0.66236 4.65542 4.35378 0.107 -0.013 0.082 0.2218
H -2.64366 6.11672 4.12368 0.003 0.021 0.100 0.2109
H -3.91236 6.15732 2.00718 -0.082 0.071 0.011 0.2105
H -3.20596 4.69732 0.13018 -0.081 0.003 -0.031 0.2242
H -1.32256 3.14852 -2.94862 -0.002 -0.241 0.069 0.1941
H -1.57536 2.80212 -5.21632 -0.032 0.132 0.108 0.2220
H -1.40926 1.45292 -7.27652 -0.022 -0.032 -0.162 0.2218
H -0.90466 -0.98908 -7.08692 -0.009 -0.021 -0.198 0.2189
H -1.19546 -1.95018 -4.81182 0.170 0.115 -0.099 0.2155
N 4.36244 -3.58548 7.37288 0.225 -0.161 0.327 -0.3078
C 3.72684 -3.09038 6.55768 0.279 -0.187 0.396 0.2792
C 2.95424 -2.50548 5.52908 -0.511 0.377 -0.669 -0.1968
C 1.88914 -3.21968 4.97898 0.169 -0.034 0.094 -0.1432
C 1.18054 -2.68188 3.92648 0.041 0.125 0.082 -0.2202
C 1.51814 -1.43448 3.40948 0.008 -0.145 0.022 -0.0259
C 2.55334 -0.70608 3.98858 -0.110 -0.077 -0.027 -0.1469
C 3.27034 -1.23608 5.04348 0.041 -0.152 0.122 -0.1674
C 0.79324 -0.92848 2.22118 0.126 -0.085 -0.021 -0.0454
C 1.19694 -1.43998 0.96778 -0.001 0.605 -0.133 0.1979
C 1.79074 -2.74148 0.74128 0.307 -0.603 -0.590 -0.2402
C 1.81054 -2.94378 -0.58722 -0.009 -0.060 0.356 -0.1740
C 1.30414 -1.70888 -1.24292 -0.413 -0.534 -1.082 -0.0814
N 1.01134 -0.82098 -0.19722 1.565 -1.361 1.282 -0.6948
C -0.31296 -0.10818 2.42888 -0.131 -0.027 0.363 0.0797
C -0.81516 0.31762 3.69558 -0.035 0.002 -0.117 -0.2228
C -2.03966 0.89092 3.46018 -0.097 -0.001 0.073 -0.3124
C -2.25026 0.80782 2.06648 -0.367 0.127 0.439 0.0350
N -1.23126 0.22552 1.44928 -0.486 -0.641 1.178 -0.7006
H 1.63794 -4.19388 5.37078 0.003 -0.066 0.051 0.2257
H 0.35584 -3.22448 3.48938 -0.087 -0.065 -0.031 0.2250
H 2.79634 0.27402 3.60508 0.014 0.064 -0.065 0.2230
H 4.08694 -0.68548 5.48738 0.037 0.027 0.019 0.2279
H 2.10704 -3.42248 1.51068 0.059 -0.099 0.057 0.2320
H 2.17304 -3.80318 -1.12182 0.022 -0.217 -0.023 0.2240
H 2.03064 -1.31178 -1.96552 0.164 -0.001 0.149 0.2329
H -0.31366 0.18942 4.63498 0.074 -0.001 0.200 0.2208
H -2.71426 1.31962 4.18018 -0.049 0.056 0.047 0.2236
H -3.11206 1.14862 1.51048 0.020 0.080 -0.016 0.2115
N 1.44324 -4.60258 -4.07312 0.020 -0.262 -0.021 -0.8036
C 0.96474 -3.32178 -3.84922 -0.107 0.196 0.113 0.1186
C 1.46634 -2.21928 -4.50222 -0.070 -0.210 0.080 -0.2594
C 0.72174 -0.96298 -4.37542 -0.132 0.226 -0.504 -0.0960
N 0.13444 -0.58878 -3.03812 -0.023 0.594 0.319 -0.3049
C -0.02316 -1.79368 -2.20082 0.630 0.412 0.989 -0.0923
C -0.01536 -3.08398 -2.87302 0.201 -0.766 -0.448 -0.2066
H 1.85854 -4.76538 -4.97672 -0.084 -0.043 0.011 0.3819
H 0.83024 -5.34538 -3.77382 0.099 -0.002 -0.048 0.3823
H 2.22544 -2.30048 -5.26312 0.189 -0.020 -0.031 0.2154
H 1.26904 -0.10148 -4.76922 -0.069 -0.099 0.034 0.2244
H -0.89876 -1.66168 -1.55712 0.016 -0.137 -0.144 0.2195
H -0.48856 -3.91448 -2.37122 -0.096 -0.109 0.046 0.2128

=====

Record 3
73
Properties=species:S:1:pos:R:3:forces:R:3:lowdin_charge:R:1 method="wB97M-V/def2-TZVPD" homo_lumo_gap_ha="0.2228 / 0.2230" e_tot_ha=-2682.5272 charge=0 lumo_ev="-1.648 / -1.644" homo_ev="-7.711 / -7.713"
Ir -0.31630 0.77279 -0.38236 1.324 -1.526 5.257 1.3264
C 4.07124 -1.00681 0.99248 -0.005 -0.154 -0.026 -0.0392
C 3.68663 -1.12614 -0.45496 -0.252 -0.008 0.031 -0.1931
C 4.66793 -1.44261 -1.38568 -0.004 -0.005 -0.115 -0.0537
C 4.39518 -1.48259 -2.74124 0.043 -0.022 0.028 -0.0865
C 3.12881 -1.14082 -3.18351 0.044 0.032 -0.095 -0.0537
C 2.11901 -0.82882 -2.28778 0.017 0.044 0.387 -0.2139
C 0.77203 -0.44532 -2.81274 -0.257 -0.523 -0.139 -0.0572
C 2.36703 -0.89514 -0.90452 0.496 -0.468 -0.296 -0.1914
N 1.34011 -0.61799 0.00277 -0.816 1.029 -0.950 -0.0023
C 1.20369 -1.29655 1.16981 -0.118 -0.535 -0.431 -0.4928
O 1.57356 -2.43123 1.41286 0.145 0.095 0.316 0.0759
C 0.50704 -0.47179 2.21317 0.124 -0.163 0.101 -0.1815
C 0.46954 -0.75418 3.56541 0.039 0.125 -0.075 0.0310
C -0.19865 0.13358 4.40118 0.018 -0.015 -0.001 -0.0088
C -0.78961 1.27879 3.88397 0.102 -0.032 -0.014 0.0391
C -0.69379 1.50021 2.52203 -0.176 0.128 0.125 -0.1478
N -0.06119 0.63098 1.75140 -0.949 -0.008 -2.241 0.0575
C -1.15962 2.73345 1.79795 -0.369 0.178 -0.355 -0.4836
O -1.61733 3.68990 2.39772 0.162 0.053 0.255 0.0857
N -0.92591 2.63661 0.47878 -0.355 -1.029 -1.712 -0.0524
C -0.86371 3.76285 -0.36988 -0.132 0.818 -0.074 -0.2134
C -2.00755 4.33468 -0.93874 0.147 -0.130 0.254 -0.1941
C -3.36841 3.74831 -0.69427 0.042 0.053 -0.009 -0.0218
C -1.85267 5.45161 -1.75196 0.000 0.064 -0.059 -0.0466
C -0.60341 5.98740 -2.00649 -0.033 0.012 -0.026 -0.0804
C 0.52697 5.40309 -1.45397 0.015 0.025 -0.069 -0.0531
C 0.41484 4.28825 -0.64088 -0.226 -0.263 0.010 -0.2116
C 1.63726 3.61125 -0.07719 -0.174 0.099 0.059 -0.0321
H 5.14077 -0.82133 1.07953 -0.001 0.049 -0.001 0.0801
H 3.83472 -1.92260 1.53756 0.007 0.044 0.035 0.0787
H 3.53580 -0.18784 1.48011 0.025 0.009 0.005 0.0823
H 5.67213 -1.65122 -1.03549 -0.001 0.034 0.028 0.1098
H 5.17200 -1.74079 -3.44863 -0.006 0.013 -0.008 0.1003
H 2.92116 -1.12002 -4.24706 -0.039 0.049 0.008 0.1118
H 0.82654 -0.12965 -3.85294 -0.065 0.178 0.055 0.0950
H 0.34456 0.41868 -2.24503 -0.138 0.464 -0.326 0.0090
H 0.06425 -1.27050 -2.73326 -0.076 0.044 0.065 0.0140
H 0.96182 -1.64184 3.93586 -0.025 -0.035 -0.062 0.1282
H -0.24815 -0.06655 5.46343 -0.019 0.008 0.002 0.1178
H -1.30469 1.99802 4.50430 0.004 0.052 -0.063 0.1294
H -3.64486 3.10268 -1.52916 -0.056 0.004 0.035 0.0717
H -4.12161 4.53221 -0.62356 0.007 0.013 0.046 0.0877
H -3.38116 3.16190 0.22265 -0.078 0.012 -0.005 0.0736
H -2.73164 5.91599 -2.18363 -0.017 -0.033 -0.006 0.1125
H -0.51012 6.85587 -2.64573 0.017 0.013 0.023 0.1013
H 1.50653 5.81697 -1.66215 0.009 -0.022 -0.001 0.1079
H 2.54532 4.04442 -0.49198 0.028 -0.038 0.000 0.0809
H 1.63571 2.53883 -0.31380 0.147 0.001 -0.002 0.0460
H 1.67258 3.70020 1.01091 0.037 -0.044 0.003 0.0887
F -1.83607 -1.52384 1.50697 -0.086 0.072 0.088 0.0573
C -2.69537 -0.89257 0.67392 0.333 -0.280 0.006 -0.2432
C -2.21922 -0.14398 -0.38722 0.938 1.538 0.380 -0.1153
C -3.19770 0.37591 -1.21743 0.260 -0.098 -0.242 -0.2525
F -2.81696 1.06667 -2.30542 -0.008 0.136 -0.025 0.0662
C -4.55345 0.23088 -0.98945 0.070 -0.167 0.093 -0.1514
F -5.44619 0.77612 -1.81112 -0.076 0.083 -0.084 0.1291
C -4.98018 -0.47008 0.12587 0.166 0.060 -0.021 -0.1348
F -6.27478 -0.57212 0.40044 -0.155 -0.111 -0.023 0.1361
C -4.03898 -1.06215 0.94936 0.025 0.136 -0.224 -0.1467
F -4.42364 -1.77112 2.00957 -0.060 -0.114 0.091 0.1230
S -1.03521 -3.30834 -1.46137 -0.018 0.039 0.075 0.6563
C -0.22509 -4.39541 -0.47541 -0.326 0.327 -0.402 -0.7810
N -0.56652 -4.49910 0.83972 0.244 -0.096 0.073 0.0511
C -0.01999 -5.39047 1.69549 0.122 -0.230 0.129 -0.0826
C 0.91951 -6.27155 1.26784 0.014 0.017 0.118 -0.0705
C 1.34225 -6.19451 -0.07799 -0.095 0.152 -0.157 -0.0523
C 0.79009 -5.27969 -0.92596 0.233 -0.276 0.253 -0.0880
H -1.21217 -3.80356 1.18642 -0.111 0.004 -0.089 0.1216
H -0.38162 -5.36794 2.71300 -0.018 0.071 -0.007 0.1279
H 1.34363 -6.99433 1.94742 -0.026 0.026 0.038 0.1026
H 2.10983 -6.86905 -0.43492 0.003 0.007 -0.015 0.1110
H 1.10344 -5.19697 -1.95501 -0.042 0.016 -0.020 0.1046